Molecular formula: C5H18N3O
Method: DFT, ωB97M-V/def2-TZVPD

Calculated values
ΔE to the lowest compared entry with this formula, charge and spin = 0.465 eV
frontier orbital gap = 9.5 eV
net charge = +1
DFT total energy = -440.5476 a.u.
HOMO level = -0.45569 Ha
LUMO level = -2.901 eV

XYZ file:
```
27
Properties=species:S:1:pos:R:3:lowdin_charge:R:1
C 0.41616 1.83549 -0.50403 -0.089
C 0.34021 1.10937 -1.88301 -0.178
C -0.27936 -0.26721 -2.10048 -0.181
C 0.18615 -1.36563 -1.10646 -0.213
N -0.56026 -1.19552 0.15785 -0.071
C 0.24456 -1.32173 1.37567 -0.327
N 0.84490 -2.58929 1.78058 0.045
N -1.08423 1.74966 -0.04798 0.162
H 0.62732 2.89541 -0.60482 0.126
H 1.01566 1.38094 0.26882 0.086
H 1.38909 1.12023 -2.19106 0.124
H -0.15784 1.83385 -2.52995 0.115
H -1.36495 -0.24812 -1.95269 0.106
H -0.14073 -0.63414 -3.12029 0.123
H 1.27207 -1.31962 -0.96550 0.125
H 0.13429 -2.38562 -1.52157 0.122
H -1.29001 -1.90409 0.10636 0.126
H -0.46181 -0.99192 2.15101 0.108
H 1.03909 -0.57959 1.26158 0.094
H 0.37968 -2.89375 2.61137 0.064
H 0.92908 -3.21083 0.98955 0.071
H -1.26805 0.76870 -0.33245 0.096
H -1.16603 1.68900 0.96870 0.119
H -1.65690 2.37852 -0.60578 0.165
H 0.11789 0.65962 2.88124 0.064
H 0.24181 2.15592 2.71500 0.097
O 0.25221 1.33035 2.19834 -0.078
```

=====

Molecular formula: C34H26N2O5PPd
Method: DFT, ωB97M-V/def2-TZVPD

Calculated values
ΔE to the lowest compared entry with this formula, charge and spin = 0.443 eV
frontier orbital gap (alpha / beta) = 5.7 / 5.8 eV
net charge = +1
DFT total energy = -2265.8933 a.u.
HOMO level (alpha / beta) = -0.40094 / -0.40333 Ha
LUMO level (alpha / beta) = -5.222 / -5.165 eV

XYZ file:
```
69
Properties=species:S:1:pos:R:3:lowdin_charge:R:1
Pd 0.71215 -1.27470 0.35746 0.887
C 2.64050 1.44171 3.36391 -0.019
O 1.56265 2.29062 3.80315 -0.037
C 0.27327 2.05577 3.54937 -0.204
C -0.66099 2.90295 4.06137 0.023
C -2.04669 2.71080 3.83348 -0.038
C -2.53482 1.69536 3.07520 -0.046
C -1.64100 0.75487 2.49188 -0.115
C -2.13881 -0.27451 1.73589 -0.026
N -1.39658 -1.27305 1.13030 -0.027
N -2.12173 -2.29272 0.89795 0.130
C -1.35681 -3.41394 0.37135 -0.339
O -0.16248 -3.30961 0.14833 0.017
C -2.13627 -4.63523 0.17548 -0.160
C -3.53095 -4.61739 0.17561 -0.020
C -4.22803 -5.79095 -0.04560 -0.058
C -3.53791 -6.97813 -0.24593 -0.050
C -2.14847 -7.00280 -0.23561 -0.052
C -1.44472 -5.83304 -0.03267 -0.001
C -0.18208 0.86189 2.80185 -0.236
O 0.58599 -0.05359 2.51377 0.019
H 3.52777 2.00102 3.64595 0.103
H 2.59931 1.28610 2.28762 0.073
H 2.59585 0.48517 3.87735 0.103
H -0.31907 3.73539 4.65936 0.133
H -2.74356 3.41332 4.26989 0.121
H -3.59753 1.59949 2.90565 0.121
H -3.21134 -0.39987 1.65060 0.133
H -4.06090 -3.69308 0.34833 0.107
H -5.30740 -5.78774 -0.05716 0.111
H -4.08518 -7.89557 -0.40851 0.113
H -1.62380 -7.93400 -0.38665 0.113
H -0.36395 -5.82702 -0.03015 0.124
O 3.33516 -1.44611 0.89865 0.093
C 3.10584 -1.14689 -0.25184 -0.596
O 2.08939 -1.67425 -0.95497 -0.204
C 3.65910 0.05287 -0.92958 -0.143
C 4.99478 0.30075 -1.18791 0.008
C 5.34343 1.44483 -1.88959 -0.045
C 4.36751 2.33474 -2.31907 -0.051
C 3.03150 2.09800 -2.03214 -0.072
C 2.67249 0.95481 -1.32851 -0.263
P 0.94437 0.60360 -0.87608 1.087
C 0.35950 2.16903 -0.19671 -0.342
C 1.24889 3.10969 0.32470 -0.085
C 0.78248 4.32357 0.79717 -0.053
C -0.57346 4.61031 0.75905 -0.057
C -1.46863 3.67244 0.26568 -0.063
C -1.00724 2.45508 -0.20261 -0.104
C -0.00384 0.31670 -2.38255 -0.326
C -0.41402 1.40076 -3.15961 -0.087
C -1.07384 1.18699 -4.35766 -0.062
C -1.32841 -0.10729 -4.78628 -0.060
C -0.91860 -1.18842 -4.01937 -0.058
C -0.25495 -0.98356 -2.82059 -0.081
H 5.74778 -0.40211 -0.86155 0.129
H 6.38208 1.64169 -2.11345 0.114
H 4.64888 3.21780 -2.87440 0.113
H 2.28087 2.80924 -2.35251 0.113
H 2.31142 2.91297 0.33570 0.108
H 1.48250 5.04773 1.18819 0.117
H -0.93325 5.56549 1.11332 0.114
H -2.52686 3.89022 0.23696 0.115
H -1.71203 1.73907 -0.60542 0.113
H -0.22057 2.41545 -2.83595 0.106
H -1.38887 2.03057 -4.95553 0.112
H -1.84488 -0.27382 -5.72135 0.112
H -1.11111 -2.19780 -4.35448 0.112
H 0.07618 -1.83167 -2.23853 0.079
```

=====

Molecular formula: C16H30F3N4O8PS
Method: DFT, ωB97M-V/def2-TZVPD

Calculated values
frontier orbital gap = 6.6 eV
DFT total energy = -2487.6323 a.u.
HOMO level = -0.32487 Ha
LUMO level = -2.253 eV

XYZ file:
```
63
Properties=species:S:1:pos:R:3:lowdin_charge:R:1
C -3.50409 -0.32156 1.21039 -0.092
C -2.88318 0.34121 -0.03616 -0.289
C -1.57328 1.09532 0.25728 -0.271
P 0.17891 0.35800 0.16631 0.870
C -0.45119 -1.42689 -0.00767 -0.196
C 0.50209 -2.54671 -0.41446 -0.228
C 1.20108 -3.34984 0.69432 -0.224
S 1.91829 -4.80791 0.00662 0.577
O 2.64329 -5.52649 1.00136 -0.273
O 0.97351 -5.53961 -0.77686 -0.283
O 2.96524 -4.08227 -0.94553 -0.151
C 0.84620 2.12714 0.28394 -0.166
C 2.28691 2.54882 0.45923 -0.370
C 3.02435 2.26466 1.74768 -0.034
F 2.22516 3.98273 0.39181 -0.066
O 1.85144 -0.38087 0.34731 -0.153
C 2.99412 -0.25160 -0.18129 -0.463
N 4.03046 -0.12157 -0.68155 0.179
N 0.25310 0.39237 -1.69050 -0.091
C 1.44787 0.58156 -2.46933 -0.487
C 1.86110 -0.53836 -3.39574 0.012
O 2.06282 1.61278 -2.48170 0.122
C -0.84805 0.81745 -2.47893 -0.507
C -1.58150 -0.21598 -3.31777 0.004
O -1.16292 1.97736 -2.61424 0.095
N 0.10941 0.17157 2.12510 0.021
C 0.33149 1.17918 3.02749 -0.558
O 1.10671 1.25817 3.91454 0.172
F -0.61884 2.16487 2.93988 0.048
C 0.45728 -1.03881 2.72623 -0.541
O 1.48808 -1.50395 3.02982 0.212
F -0.67713 -1.73054 3.04493 0.083
H -2.75798 -0.75954 1.86857 0.059
H -4.28230 -1.03038 0.93524 0.077
H -4.00376 0.45316 1.80930 0.048
H -3.60272 1.13410 -0.30687 0.074
H -2.95670 -0.35045 -0.87077 0.080
H -1.62897 2.06634 -0.23917 0.067
H -1.74729 1.38744 1.29551 0.046
H -1.08820 -1.36809 -0.88640 0.059
H -1.13556 -1.71121 0.79074 0.080
H -0.10993 -3.29201 -0.93654 0.111
H 1.23921 -2.25590 -1.15757 0.092
H 0.55959 -3.64110 1.51947 0.117
H 2.07740 -2.79752 1.02972 0.094
H 3.45462 -4.76499 -1.42791 0.105
H 0.59397 2.51069 -0.70639 0.083
H 0.19624 2.75729 0.89299 0.084
H 2.93959 2.31367 -0.37537 0.110
H 4.06602 2.56081 1.63474 0.089
H 2.60894 2.86468 2.55636 0.081
H 3.00635 1.21384 2.02698 0.074
H 2.82500 -0.93344 -3.08082 0.083
H 1.11872 -1.33076 -3.45743 0.067
H 1.97656 -0.10676 -4.38982 0.090
H -1.50731 0.06740 -4.36437 0.092
H -1.23477 -1.23222 -3.15101 0.072
H -2.63327 -0.16703 -3.03425 0.074
N -4.30340 3.36847 1.28175 0.337
H -5.15645 3.07716 1.76101 0.159
H -4.39492 3.19103 0.27744 0.153
H -4.13283 4.36262 1.44322 0.162
H -3.50645 2.81833 1.63466 0.135
```

=====

Molecular formula: C4H10NO2
Method: DFT, ωB97M-V/def2-TZVPD

Calculated values
multiplicity = 2
ΔE to the lowest compared entry with this formula, charge and spin = 7.429 eV
frontier orbital gap (alpha / beta) = 6.9 / 7.1 eV
DFT total energy = -363.3153 a.u.
HOMO level (alpha / beta) = -0.34995 / -0.35130 Ha
LUMO level (alpha / beta) = -2.576 / -2.457 eV

XYZ file:
```
17
Properties=species:S:1:pos:R:3:lowdin_charge:R:1
C -1.36788 0.61802 -0.81207 -0.301
O -2.38978 0.43885 0.01190 0.001
C -0.14113 -0.42737 -0.64458 -0.334
C 0.96204 0.21893 0.13662 -0.340
C 0.67947 0.43734 1.59350 -0.120
O 3.08284 0.59130 -1.04264 -0.022
N -0.86657 -1.62232 -0.02915 0.051
H -1.66699 0.42018 -1.90786 0.172
H -0.91064 1.68298 -0.80283 0.138
H 0.37094 -0.77595 -1.55948 0.136
H 1.84098 -0.48599 -0.05024 0.106
H 0.45195 -0.65026 2.09595 0.118
H -0.25287 1.11207 1.86778 0.108
H 1.65520 0.78211 2.14880 0.098
H 1.30776 1.14635 -0.38700 0.093
H -1.86038 -1.23777 0.13650 0.077
H -0.89496 -2.24846 -0.75520 0.019
```

=====

Molecular formula: C8H18Cl4O2
Method: DFT, ωB97M-V/def2-TZVPD

Calculated values
frontier orbital gap = 10.3 eV
DFT total energy = -2306.7957 a.u.
HOMO level = -0.35923 Ha
LUMO level = 0.536 eV

XYZ file:
```
32
Properties=species:S:1:pos:R:3:lowdin_charge:R:1
C -1.98369 0.43201 0.69078 -0.132
O -2.27113 0.08058 -0.61455 -0.224
C -2.13567 -1.32935 -0.98262 -0.195
C -2.44012 -1.47225 -2.40831 -0.197
O -1.38490 -0.81204 -3.19887 -0.210
C -1.73464 0.58434 -3.43546 -0.098
H -2.50675 -0.26524 1.35241 0.090
H -2.28511 1.44466 0.87167 0.084
H -0.92526 0.45339 1.00865 0.055
H -2.83393 -1.92756 -0.38680 0.125
H -1.06167 -1.58245 -0.71951 0.130
H -3.44146 -1.01444 -2.67338 0.140
H -2.48576 -2.60311 -2.57537 0.146
H -1.96106 1.13269 -2.46629 0.094
H -2.65806 0.58367 -4.08981 0.092
H -0.94496 1.07866 -4.01197 0.080
Cl 2.48682 1.85036 5.65167 0.558
C 2.54361 0.77632 4.24719 -0.661
C 1.22567 0.84632 3.53616 -0.665
Cl 0.96877 2.33519 2.55799 0.529
H 2.64772 -0.23223 4.62944 0.073
H 3.39262 1.03827 3.65298 0.064
H 0.30592 0.78960 4.17926 0.086
H 1.19511 0.04922 2.80555 0.050
Cl 2.04790 -2.32142 -0.53074 0.579
C 2.32368 -0.85353 -1.49085 -0.646
C 2.26602 0.22080 -0.50459 -0.690
Cl 2.79921 1.86585 -1.11290 0.502
H 1.47670 -0.76632 -2.16688 0.071
H 3.28363 -0.87557 -1.99163 0.078
H 2.85055 0.11125 0.41781 0.059
H 1.24024 0.38234 -0.24106 0.031
```

=====

Molecular formula: C4H8S
Method: DFT, ωB97M-V/def2-TZVPD

Calculated values
ΔE to the lowest compared entry with this formula, charge and spin = 2.718 eV
frontier orbital gap = 9.8 eV
DFT total energy = -555.2701 a.u.
HOMO level = -0.32822 Ha
LUMO level = 0.833 eV

XYZ file:
```
13
Properties=species:S:1:pos:R:3:lowdin_charge:R:1
C 1.08393 -1.60730 -0.26816 -0.060
C 0.50360 -1.41058 0.89558 -0.207
C 0.11295 -1.27194 2.13169 0.019
H 2.06736 -1.04196 -0.65500 0.108
H 0.61146 -2.21538 -1.10222 0.076
H 0.25734 -1.90963 2.89207 0.025
H -0.63427 -0.66104 2.38229 0.009
C -0.34907 1.42029 -1.19842 -0.504
S -1.80549 0.47493 -0.63797 0.575
H -0.56995 2.01960 -2.21404 0.083
H 0.48174 0.82807 -1.27806 -0.056
H -0.02186 2.11309 -0.41425 0.026
H -2.66721 1.60742 -0.35402 -0.094
```